The following is a DFT calculation (the ωB97M-V functional and the def2-TZVPD basis) of a structure of composition C9H20N4O2 in a non-equilibrium geometry.

```
! RIJCOSX wB97M-V def2-TZVPD def2/J DEFGRID3
* xyz 2 1
C 6.0211 -0.9329 -3.1877
C 7.3358 0.9541 -2.7516
C -6.2868 -5.4371 2.7609
C -9.5716 -2.5081 1.8351
C -8.9514 0.0302 1.5608
C -7.9083 -1.2849 3.4891
C 8.2921 5.0207 -1.8786
C 5.7927 -0.5986 -0.8675
C -8.8255 -1.2799 2.2188
N 7.2373 -0.2586 -3.1516
N 7.4711 2.0281 -2.3145
N 5.4687 -1.2536 -1.8797
N 7.4865 4.1508 -1.0390
O -6.8241 -4.4580 2.4938
O -5.8154 -6.4756 2.9354
H 5.2869 -0.3590 -3.6879
H 6.2617 -1.9960 -3.6001
H -8.9969 -3.3960 2.0474
H -10.5342 -2.4403 2.2699
H -9.6846 -2.4006 0.7177
H -8.1244 0.4110 1.1651
H -9.4763 0.6421 2.3404
H -9.7966 0.1571 0.9200
H -7.3919 -0.3131 3.6315
H -8.5174 -1.5898 4.3758
H -7.3079 -2.1552 3.2881
H 9.1699 4.2858 -2.1916
H 7.7249 5.2294 -2.7404
H 8.7524 5.8406 -1.4411
H 6.6276 0.0691 -0.7644
H 5.2513 -0.8425 0.1325
H 7.8598 -0.4701 -4.0158
H 7.4096 3.1284 -1.5398
H 6.5338 4.4973 -0.9828
H 8.0300 4.0051 -0.1483
*
```

Summary:
**Frontier orbital gap**: 6.97 eV
**Molar mass**: 216.28 g/mol
**Energy above the lowest of the compared OMol25 structures with the same formula, charge and spin**: 0.0 kcal per mole
**Calculated total energy**: -723.7705 a.u.
**Max |F|**: 0.117 hartree/bohr
**E_LUMO**: -7.17 eV

Atom charges from the Mulliken analysis, given in e for atoms 1 to 5: atom 1 (C): -0.3466, atom 2 (C): 0.2648, atom 3 (C): 0.6641, atom 4 (C): -0.9028, atom 5 (C): -1.3755